The following is a quantum chemistry calculation of a cluster of 7 separate species, H13O6S in total in a non-equilibrium geometry, from the Open Molecules 2025 dataset.

Element x y z (Å)
S1 -0.63423 0.32137 1.86447
O1 -0.17974 3.03179 -0.80640
O2 2.01934 -2.38425 -1.90036
O3 -0.60318 -2.11298 -0.54215
O4 1.85251 4.38904 1.10279
O5 -4.04002 -2.75735 -0.14809
O6 2.78953 0.45138 0.31306
H1 2.12746 0.79800 1.01062
H2 2.39097 -2.90058 -1.10223
H3 2.37327 -0.31996 -0.02715
H4 -0.90385 -2.98784 -0.25494
H5 1.06762 -2.29667 -1.59603
H6 1.55718 3.62188 1.66079
H7 -1.00938 2.83188 -1.29573
H8 -3.27842 -2.37410 -0.66216
H9 -0.68477 -1.49120 0.21709
H10 -4.18319 -2.26887 0.64972
H11 -1.80821 0.14750 1.48483
H12 0.06259 2.16120 -0.48579
H13 1.08451 4.13976 0.51765

Calculated values
- Net charge: -1
- Energy above the lowest of the compared OMol25 structures with the same formula, charge and spin: 34.2 kcal/mol


The following is a quantum chemistry calculation of a cluster of 2 separate species, CH5NO2P in total in a non-equilibrium geometry, from the Open Molecules 2025 dataset.

Element x y z (Å)
P1 -2.35343 0.01369 -0.75354
O1 -3.56575 0.42025 -0.12198
O2 -1.12243 -0.04381 0.35613
N1 1.52101 -0.18229 -0.72520
C1 1.17034 -0.03444 0.51709
H1 1.11288 -0.85394 1.19991
H2 1.40306 0.47672 -1.44358
H3 -1.27435 0.18158 1.34258
H4 1.98178 -0.95157 -1.22015
H5 1.12689 0.97382 0.84873

Calculated values
- Net charge: +1
- Energy above the lowest of the compared OMol25 structures with the same formula, charge and spin: 6.7 kcal/mol


The following is a quantum chemistry calculation of the ion C32H39N4O3 with charge +1 in a non-equilibrium geometry, from the Open Molecules 2025 dataset.

Element x y z (Å)
O1 -6.08162 -0.21508 -4.37574
O2 -3.31425 1.91705 7.09008
O3 5.62320 -1.46946 -1.39004
N1 -1.83686 0.08377 0.53197
N2 -2.99136 1.55511 4.30289
N3 2.16364 -0.84696 -1.41623
N4 3.86119 -1.21034 -2.86115
C1 2.43679 -0.97894 -2.87292
C2 -3.96884 0.70863 5.05217
C3 1.69569 -2.18412 -3.50057
C4 4.91557 -0.00426 1.13185
C5 -3.66665 -0.35363 -4.14855
C6 -4.96299 -0.18671 -3.60544
C7 -2.67466 -0.45535 -1.87526
C8 4.43010 -1.26745 -1.61989
C9 -3.95496 -0.19778 -1.39420
C10 -1.71400 1.81480 2.20162
C11 7.25178 -0.43212 2.63248
C12 -2.75881 -0.56835 1.31854
C13 -3.17695 -0.09141 2.54188
C14 0.93597 -0.62794 -0.88046
C15 -1.34538 1.26138 0.97406
C16 7.11970 0.72991 1.85235
C17 4.62121 -1.42582 -4.05973
C18 -4.42577 1.39141 6.34753
C19 -5.88154 -0.47518 -5.80411
C20 3.34908 -0.99769 -0.56901
C21 -2.55311 -0.35007 -3.30225
C22 5.06363 -1.17033 1.89041
C23 -1.54465 -0.86920 -0.89902
C24 5.94692 0.94176 1.11501
C25 -2.06794 2.47209 5.00332
C26 -2.60803 1.10450 3.05368
C27 -5.07308 -0.02406 -2.20190
C28 3.65538 0.20753 0.32180
C29 -0.25982 -0.55054 -1.53204
C30 2.12253 0.32702 -3.63288
C31 6.23503 -1.40226 2.62524
C32 -2.64961 2.95051 6.34692
H1 8.14638 -0.58121 3.24988
H2 -4.10212 -0.10691 -0.32680
H3 -1.05773 1.99277 5.11909
H4 1.79938 -2.12202 -4.59177
H5 -3.53598 -0.47471 -5.23369
H6 -6.89837 -0.47363 -6.23093
H7 -1.24813 2.77324 2.46760
H8 -3.22203 -1.46869 0.89308
H9 4.30120 -2.34937 -4.55344
H10 1.06312 0.60672 -3.53131
H11 3.25642 -1.91613 0.05353
H12 -1.60730 -0.35181 -3.88529
H13 -6.04313 0.20987 -1.78091
H14 -3.57262 -0.32148 5.26491
H15 5.84260 1.83305 0.48963
H16 -5.17280 2.17978 6.05800
H17 3.77011 1.09473 -0.31957
H18 -5.38746 -1.46331 -5.94202
H19 -1.80803 3.25250 6.99326
H20 -4.88051 0.60836 4.41751
H21 -3.33885 3.80788 6.10575
H22 -0.64262 1.78307 0.30974
H23 2.76311 1.13527 -3.23450
H24 -1.96773 3.38460 4.36487
H25 2.16463 -3.12011 -3.15003
H26 -0.26575 -0.39911 -2.63316
H27 0.62570 -2.18016 -3.24124
H28 2.78189 0.36989 0.97531
H29 -3.87156 -0.73305 3.09369
H30 4.46687 -0.59596 -4.75275
H31 0.88520 -0.52031 0.18983
H32 -4.84590 0.62724 7.02475
H33 5.67611 -1.49304 -3.81500
H34 6.35063 -2.34291 3.18047
H35 2.35653 0.14786 -4.69025
H36 7.93340 1.46440 1.81339
H37 -5.26711 0.34024 -6.24237
H38 -1.63234 -1.78694 -0.18721
H39 4.26827 -1.92103 1.88552

Calculated values
- SMILES: COc1ccc([C@@H](/C=C/N2[C@H](Cc3ccccc3)C(=O)N(C)C2(C)C)[n+]2ccc(N3CCOCC3)cc2)cc1
- Net charge: +1


| no. | LUMO (hartree) |
| --- | --- |
| 1 | 0.1141 |
| 2 | -0.2065 |
| 3 | -0.0987 |